# 1
The following is a quantum chemistry calculation of a structure of composition C9H23BiN5O6, from the OMol25 dataset.

Results
- Energy: -1295.87647 a.u.
- HOMO-LUMO gap (spin up / spin down): 0.2325 / 0.2166 hartree
- HOMO energy (spin up / spin down): -0.405 / -0.401 Ha
- Total charge: +1
- Energy relative to the best compared isomer or geometry (same formula, charge and spin): 0.623 eV

Each line ends with the Mulliken charge.
Geometry (Å):
O 0.241 -4.850 -0.284  -0.53
H -0.145 -5.474 -0.926  0.31
Bi 0.155 0.254 -0.140  1.08
N 1.814 1.524 0.375  0.32
N 0.927 -0.864 1.444  0.36
N -0.825 1.796 -1.279  -0.21
N -1.666 -0.655 -0.549  0.01
O 2.132 2.600 -0.315  -0.77
O -0.277 3.074 -1.638  -0.44
O -1.988 -1.943 -0.022  -0.44
O 0.159 -1.784 1.934  -0.64
C 2.021 -0.257 1.982  0.64
C 2.483 0.983 1.442  0.45
C -2.082 1.407 -1.646  0.56
C -2.538 0.154 -1.198  0.66
C 3.600 1.775 1.910  -1.66
H 3.273 2.791 2.171  0.32
H 4.362 1.861 1.122  0.32
H 4.083 1.352 2.788  0.43
C 2.547 -0.982 3.118  -1.60
H 2.774 -2.019 2.829  0.33
H 1.812 -1.021 3.936  0.30
H 3.458 -0.543 3.511  0.43
C -2.893 2.327 -2.415  -1.63
C -3.878 -0.353 -1.397  -1.74
H -2.338 3.054 -3.022  0.44
H -3.569 2.887 -1.755  0.32
H -3.509 1.745 -3.103  0.42
H -4.216 -1.112 -0.681  0.43
H -3.964 -0.778 -2.405  0.33
H -4.573 0.483 -1.326  0.45
H 0.646 3.072 -1.223  0.44
H -1.118 -2.339 0.260  0.33
C 0.799 -3.796 -1.092  -0.37
H 1.513 -3.190 -0.499  0.05
H 0.002 -3.203 -1.591  0.19
H 1.385 -4.266 -1.891  0.41
O 1.448 0.157 -2.129  -0.68
H 0.554 0.629 -2.198  0.52
H 1.945 0.574 -1.359  0.55
N -1.030 1.157 1.647  -0.69
H -1.450 0.352 2.097  0.35
H -0.352 1.620 2.238  0.31
H -1.719 1.801 1.278  0.30

# 2
The following is a quantum chemistry calculation of an isolated molecule of C4H13N3, from the OMol25 dataset.

Results
- Energy: -324.43437 a.u.
- HOMO-LUMO gap: 0.3490 hartree
- HOMO energy: -0.308 Ha
- Energy relative to the best compared isomer or geometry (same formula, charge and spin): 1.104 eV
- Structure (SMILES): NCC[C@H](N)CN

Each line ends with the Mulliken charge.
Geometry (Å):
N 0.841 -0.302 1.361  -0.56
C 0.361 -0.177 0.008  0.27
C -0.493 1.114 -0.198  -0.73
C -1.823 1.007 0.553  -0.55
N -2.726 0.058 -0.081  -0.48
C 1.584 -0.203 -0.915  -0.75
N 2.251 -1.502 -0.783  -0.55
H 1.416 0.278 1.936  0.16
H 0.225 -0.874 1.968  0.21
H -0.332 -0.954 -0.297  0.25
H -0.714 1.170 -1.283  0.26
H 0.134 2.000 -0.009  0.39
H -1.733 0.737 1.610  0.40
H -2.248 2.044 0.465  0.23
H -3.020 0.505 -0.940  0.19
H -3.445 -0.448 0.412  0.17
H 1.441 -0.107 -2.016  0.42
H 2.284 0.606 -0.625  0.27
H 2.590 -1.642 0.152  0.21
H 2.864 -1.574 -1.573  0.21

# 3
The following is a quantum chemistry calculation of a structure of composition C3H7FN3, from the OMol25 dataset.

Results
- Energy: -382.24075 a.u.
- HOMO-LUMO gap: 0.3506 hartree
- HOMO energy: -0.522 Ha
- Total charge: +1
- Energy relative to the best compared isomer or geometry (same formula, charge and spin): 4.146 eV

Each line ends with the Mulliken charge.
Geometry (Å):
C 0.760 0.403 0.150  0.68
C -1.715 -0.931 -0.444  0.23
C 0.864 1.730 -0.374  -0.98
N -1.368 -1.310 0.863  -0.48
N -1.023 0.009 0.466  -0.22
N 1.506 -0.570 0.379  -0.27
F -0.866 -1.480 -1.459  -0.27
H -2.670 -0.789 -0.802  0.41
H -0.084 2.206 -0.279  0.33
H 1.627 2.266 0.300  0.34
H 1.190 1.899 -1.507  0.33
H -2.037 -1.397 1.646  0.29
H 2.619 -0.577 0.253  0.34
H 1.200 -1.461 0.808  0.28

# 4
The following is a quantum chemistry calculation of a structure of composition C3H9N3O, from the OMol25 dataset.

Results
- Energy: -359.05445 a.u.
- HOMO-LUMO gap: 0.3373 hartree
- HOMO energy: -0.303 Ha
- Energy relative to the best compared isomer or geometry (same formula, charge and spin): 5.170 eV

Each line ends with the Mulliken charge.
Geometry (Å):
C -0.350 -0.753 0.667  0.40
C -1.509 -1.314 -0.142  -1.41
N -0.520 0.607 1.071  -0.47
N 0.807 1.244 0.242  -0.07
N 0.695 2.197 -0.763  -0.63
C 0.979 -0.630 -0.293  0.02
O 2.099 -1.018 0.049  -0.66
H -0.209 0.726 2.037  0.33
H 1.708 1.237 0.727  0.31
H -0.086 -1.423 1.491  0.29
H 1.363 2.034 -1.514  0.26
H -0.239 2.183 -1.162  0.27
H 0.658 -0.706 -1.353  0.36
H -1.237 -2.294 -0.547  0.36
H -1.756 -0.666 -0.986  0.30
H -2.404 -1.424 0.476  0.36

# 5
The following is a quantum chemistry calculation of a cluster of 3 separate species, C3H8N2O2 in total, from the OMol25 dataset.

Results
- Spin multiplicity: 2
- Energy: -379.05840 a.u.
- HOMO-LUMO gap (spin up / spin down): 0.0769 / 0.3265 hartree
- HOMO energy (spin up / spin down): 0.035 / -0.206 Ha
- Total charge: -1
- Energy relative to the best compared isomer or geometry (same formula, charge and spin): 1.164 eV

Each line ends with the Mulliken charge.
Geometry (Å):
C -0.278 -0.154 -2.341  -1.75
C -0.415 -0.606 -1.068  -1.00
N -1.688 -0.364 -0.591  0.00
C -2.286 0.242 -1.574  -1.73
N -1.470 0.460 -2.634  0.14
H 0.593 -0.053 -2.952  1.18
H 0.287 -1.220 -0.514  0.78
H -3.280 0.644 -1.618  0.77
H -1.833 0.565 -3.583  0.72
H -0.537 0.491 1.915  0.33
H -1.598 -0.467 1.591  0.40
O -1.368 0.173 2.294  -0.76
H 4.774 0.757 3.297  0.39
H 4.265 -0.596 3.751  0.39
O 4.836 0.129 4.027  -0.86

# 6
The following is a quantum chemistry calculation of a cluster of 2 separate species, C6H6I2O in total, from the OMol25 dataset.

Results
- Energy: -902.78639 a.u.
- HOMO-LUMO gap: 0.3120 hartree
- HOMO energy: -0.324 Ha
- Energy relative to the best compared isomer or geometry (same formula, charge and spin): 0.360 eV
- Structure (SMILES): Ic1ccccc1.OI

Each line ends with the Mulliken charge.
Geometry (Å):
C -0.903 1.333 -0.760  -0.20
C -0.484 0.401 -1.652  -0.48
C -1.030 1.054 0.624  -0.67
C -0.110 -0.894 -1.159  -0.32
C -1.001 -0.261 1.015  -0.45
C -0.409 -1.184 0.117  0.05
O 2.206 -0.485 0.722  -0.57
I 2.462 1.385 0.926  0.24
I 0.181 -3.134 0.878  0.04
H -1.035 2.455 -0.959  0.23
H -0.357 0.657 -2.664  0.41
H -1.233 1.844 1.210  0.56
H 0.393 -1.621 -1.743  0.43
H -1.168 -0.559 2.013  0.38
H 2.487 -0.990 1.433  0.35